1.
C15H23ErN7O5S | wB97M-V/def2-TZVPD

Calculated values
* net charge: +1
* multiplicity: 4
* HOMO-LUMO gap (spin up / spin down): 7.838 / 7.846 eV

Geometry as XYZ:
```
52
Properties=species:S:1:pos:R:3:forces:R:3
Er 0.153344 0.345697 -1.413074 -0.07 0.92 0.28
N 2.851305 -3.512247 -1.443696 0.18 -0.57 0.49
C 1.888301 -2.593121 -1.646126 1.55 0.11 -0.40
S 2.427511 -1.018119 -2.273632 -0.77 -0.46 0.48
N 0.714393 -3.019008 -1.313110 -1.65 1.08 -0.43
N -0.252170 -2.076084 -1.677047 -0.23 -0.95 0.84
C -1.451045 -2.520354 -1.616552 -0.44 -0.36 0.27
C -2.550154 -1.602224 -1.980199 -0.34 -0.87 0.51
C -3.886967 -2.009047 -2.139955 0.85 -1.46 0.60
C -4.794446 -1.063507 -2.566127 -1.90 -0.74 -0.79
C -4.370803 0.231936 -2.817499 -0.87 0.80 -0.72
C -3.049040 0.532721 -2.578648 -0.08 1.64 -0.51
N -2.163720 -0.341820 -2.145418 0.63 0.31 -0.20
H 3.794342 -3.346605 -1.704912 0.45 0.22 -0.19
H 2.603155 -4.434592 -1.092760 -0.03 0.46 -0.29
H -1.670896 -3.554575 -1.273257 0.25 0.69 -0.45
H -4.182804 -3.093576 -1.931181 0.48 1.77 -0.44
H -5.838738 -1.437621 -2.806328 1.31 0.87 0.46
H -4.996171 1.051443 -3.274949 0.50 -1.28 0.73
H -2.694601 1.552361 -2.815536 -0.06 -0.71 0.38
C 4.372174 1.367879 0.512715 -0.44 -1.00 -0.81
N 3.602507 0.186037 0.938948 -0.76 -0.98 0.17
C 4.402329 -1.037555 1.325225 -0.55 2.70 0.66
C 2.260602 0.162310 0.847862 1.94 0.14 -0.14
O 1.617629 1.119616 0.387880 -0.37 0.31 -0.45
C 1.455210 -1.033218 1.317614 0.39 0.25 0.41
O 0.106716 -0.731004 1.054151 -1.43 0.04 1.27
C -0.557328 0.050042 2.102823 2.10 0.58 -0.20
C -1.166303 1.285095 1.435474 -0.07 -0.75 -0.07
O -1.405622 1.202164 0.214143 0.38 0.43 0.28
N -1.510082 2.313005 2.218297 -1.72 0.39 -2.15
C -1.440444 2.195063 3.621359 1.85 -0.19 1.74
C -2.612050 3.189144 1.676328 1.27 -0.34 0.58
H 3.836990 1.922588 -0.290256 0.49 -0.55 0.49
H 5.320664 0.911220 0.170954 -0.30 0.96 0.05
H 4.477168 2.002054 1.374795 0.45 0.42 0.23
H 5.167123 -0.696216 2.054133 -0.33 -0.39 -0.55
H 4.836132 -1.471278 0.449738 0.25 -0.36 -0.47
H 3.718139 -1.672362 1.828040 -0.24 -1.00 0.33
H 1.723687 -1.236528 2.370477 -0.61 -0.02 -0.26
H 1.643217 -1.912118 0.737140 0.44 -0.59 -0.29
H 0.244738 0.358887 2.840397 -1.04 -0.35 -0.67
H -1.338203 -0.512322 2.639759 0.29 -0.07 -0.41
H -0.358493 2.114047 3.943782 -1.21 -0.16 -0.18
H -2.020782 1.349080 3.959621 -0.08 -0.31 0.47
H -1.802694 3.079091 4.123126 -0.24 0.28 -0.14
H -2.610951 4.134935 2.190794 0.10 0.21 0.36
H -3.583002 2.718677 1.778757 -0.08 -0.23 -0.04
H -2.346345 3.371263 0.666851 -0.19 0.14 -1.03
O -0.597534 2.229543 -2.695295 1.27 -0.35 -0.33
N 0.571782 2.663441 -3.044558 -0.41 -0.39 1.31
O 1.462230 2.285762 -2.241067 -0.91 -0.32 -0.79
```
Forces are in eV/Å.

2.
C9H12 | wB97M-V/def2-TZVPD

Calculated values
* HOMO-LUMO gap: 8.594 eV

Geometry as XYZ:
```
21
Properties=species:S:1:pos:R:3:forces:R:3
C -1.363765 -0.169124 -3.010294 -0.57 1.08 2.13
C -0.779557 -0.337017 -1.758527 -5.10 0.98 -1.33
C -1.699664 -0.015249 -0.576021 1.47 1.45 -0.57
C -1.118583 0.334410 0.587546 1.68 -2.08 -1.14
C 0.442649 -0.010858 0.935942 -2.30 2.06 -0.71
C 0.521756 -0.989423 2.101481 0.09 1.44 1.01
C 1.166190 1.312877 1.255172 -2.39 0.68 1.31
C 1.156188 -0.410125 -0.271373 0.14 -1.39 -4.12
C 0.574193 -0.607307 -1.511674 1.59 -0.33 2.90
H -2.315776 0.472765 -3.162389 1.40 -1.67 0.62
H -0.904275 -0.463760 -3.916970 0.77 -0.08 -0.71
H -2.783378 0.216085 -0.774304 1.29 -0.47 0.18
H -1.773862 0.675225 1.337196 -0.30 0.47 1.34
H 0.975945 -0.453253 2.942913 0.43 -0.27 -0.09
H -0.433635 -1.226491 2.524789 -0.78 -0.43 -0.27
H 1.067160 -1.875478 1.897722 0.47 -0.81 -0.26
H 0.688586 1.728972 2.174263 0.69 -0.14 -0.34
H 1.000978 2.068183 0.488321 0.19 -0.19 -0.23
H 2.192908 1.107829 1.394909 1.19 0.06 0.33
H 2.273515 -0.395292 -0.308622 -0.97 -0.41 0.59
H 1.112428 -0.962970 -2.350080 0.97 0.06 -0.64
```
Forces are in eV/Å.

3.
C25H36BrI2N2O5Si2TeW | wB97M-V/def2-TZVPD

Calculated values
* net charge: +3
* HOMO-LUMO gap (spin up / spin down): 1.720 / 1.673 eV

Geometry as XYZ:
```
75
Properties=species:S:1:pos:R:3:forces:R:3
W 16.205869 13.420380 7.320720 -1.78 0.80 0.96
N 14.001284 13.384501 7.468304 -0.39 1.21 -0.49
C 13.541738 13.626264 8.852026 -1.42 -2.84 0.88
C 14.647444 13.563807 9.882849 3.25 -0.53 -2.15
O 14.569812 13.550860 11.062089 -1.21 0.20 1.42
N 15.943679 13.548876 9.239553 -0.63 -0.05 2.78
C 17.139310 13.775873 10.226133 -2.47 2.33 0.03
C 18.299753 14.117845 9.353059 -4.16 -0.31 -2.91
O 19.426280 14.244751 9.488442 2.73 0.37 0.61
O 17.672791 14.311576 7.939939 4.01 1.98 1.72
H 13.589741 14.146514 6.929545 0.00 -0.39 -0.31
H 13.710546 12.489580 7.024086 0.04 0.82 0.78
H 12.781442 12.819615 9.064183 0.79 0.82 0.28
H 13.017561 14.542568 9.026766 -0.20 0.78 -0.49
H 17.359896 12.954875 10.896810 -0.20 -0.27 -0.09
H 16.848763 14.722547 10.903064 0.79 -2.11 -1.44
Br 18.796884 14.689064 4.593278 0.38 -0.99 -0.57
C 18.597386 16.308715 5.446930 2.35 0.58 -0.02
C 19.786394 17.049849 5.680802 0.30 -0.55 -0.22
C 19.673042 18.284602 6.269913 -0.17 -0.05 -0.32
C 18.426224 18.756567 6.631303 -1.74 0.58 1.16
C 17.203798 18.011541 6.505329 1.75 0.99 -0.50
C 17.390150 16.804014 5.821318 -1.93 0.16 0.77
I 15.719612 15.450602 5.503304 0.41 1.00 0.29
H 20.826451 16.712031 5.430619 -1.45 -0.12 0.02
H 20.563638 18.890989 6.400161 -0.20 -0.02 0.15
H 18.409147 19.739804 7.129297 -0.30 -0.53 -0.34
H 16.239222 18.464912 6.843575 1.01 -0.79 -0.44
I 16.948581 5.185462 5.258707 0.13 -0.80 -0.01
C 16.976404 7.193454 5.515874 -0.10 2.16 0.48
C 16.544390 8.014545 4.410108 0.34 0.25 1.22
C 16.386860 9.381739 4.603546 1.20 -0.30 0.81
C 16.885491 9.932622 5.838135 -2.77 0.64 -1.36
C 17.287820 9.158123 6.933855 0.84 -0.72 -1.17
C 17.346673 7.772797 6.789938 -1.17 1.24 -2.88
C 16.494335 11.286629 6.186998 2.51 -0.22 2.51
O 15.804751 12.216848 5.665500 0.17 -1.92 -0.74
O 17.030378 11.682627 7.415969 -0.97 -0.99 -2.71
H 16.336741 7.608474 3.426118 -0.11 -0.31 0.31
H 15.988747 10.019058 3.799478 0.26 -0.26 0.56
H 17.662810 9.716648 7.781501 -0.26 -0.57 0.27
H 17.601472 7.203728 7.617306 0.56 -1.30 1.18
C 4.415602 14.758118 5.873713 -1.48 -0.64 0.34
Si 5.192422 15.704065 7.174882 -0.58 0.96 1.26
C 4.601239 15.548260 8.954397 0.95 0.49 -1.57
C 6.644334 16.672767 6.699305 0.23 -0.04 -0.77
C 3.459528 18.031420 5.917428 -0.31 -0.89 -0.39
Te 3.544478 18.966793 7.598774 0.20 0.59 -0.43
C 5.185432 20.250238 7.374273 0.74 -0.79 0.45
Si 4.732032 22.143236 7.036813 -0.03 -0.41 -0.19
C 6.299487 22.659467 6.213755 0.72 0.51 0.99
C 3.287456 22.106548 5.884658 0.89 0.10 -1.69
C 4.471223 22.677438 8.786739 1.16 1.61 -0.98
H 5.215012 14.112162 5.541601 0.21 -0.69 -0.34
H 4.097140 15.321774 5.003483 0.10 0.20 -0.16
H 3.530800 14.171629 6.239416 0.94 0.30 -0.36
H 4.862906 14.563098 9.295656 0.11 -0.54 0.43
H 3.539592 15.624279 8.908608 -1.04 -0.13 0.10
H 4.986624 16.320421 9.604395 0.29 0.04 0.22
H 7.402108 15.890122 6.612924 0.34 -0.16 -0.33
H 7.060823 17.350727 7.399511 0.13 0.61 1.06
H 6.607777 17.223996 5.745564 -0.17 -0.59 0.11
H 2.607771 17.365216 5.761300 0.02 0.20 0.18
H 4.148924 18.013209 5.073686 0.08 0.55 0.28
H 5.942866 19.869909 6.624462 -0.91 0.20 0.94
H 5.553749 20.223759 8.434907 0.25 0.06 -0.99
H 6.481626 22.100773 5.331975 -0.02 -0.67 -1.06
H 7.147100 22.428593 6.873282 -0.14 -0.04 0.09
H 6.466880 23.698678 5.946720 -0.45 0.27 0.06
H 3.619327 21.708820 4.863686 -0.40 0.32 1.32
H 3.040763 23.150961 5.671636 -0.35 -0.06 0.07
H 2.401891 21.570735 6.189425 -0.39 -0.02 0.18
H 5.499928 22.729578 9.209724 -0.82 -0.55 0.32
H 3.748009 22.039924 9.238794 -0.26 -0.50 0.92
H 4.123940 23.715586 8.856166 -0.19 -0.22 -0.04
```
Forces are in eV/Å.

4.
C20H28BClF4N2O2Ti | wB97M-V/def2-TZVPD

Calculated values
* net charge: -1
* multiplicity: 2
* HOMO-LUMO gap (spin up / spin down): 3.689 / 3.270 eV

Geometry as XYZ:
```
59
Properties=species:S:1:pos:R:3:forces:R:3
Ti -0.070383 -0.140693 -0.186136 -0.14 -0.90 -0.69
Cl -0.819263 1.483949 -1.535712 -0.80 1.64 -1.20
N -1.791631 -0.121803 1.001682 -2.43 -1.35 0.83
N 1.876593 0.120577 -0.879855 2.42 -0.92 -1.55
C -2.624748 -1.140355 1.062201 1.79 1.84 0.21
C 2.419742 -0.663526 -1.783052 -1.10 1.57 1.49
C -2.300195 0.955156 1.906204 0.01 -0.58 -0.26
C -3.278849 0.147427 2.779437 0.08 -0.47 -0.20
C -3.031577 2.026750 1.102034 -0.06 -0.07 -0.05
C -1.161403 1.571117 2.697531 -0.33 0.09 0.23
H -3.559135 1.578898 0.257318 0.04 0.12 0.01
H -2.325198 2.769792 0.732988 -0.09 -0.10 -0.18
H -3.756560 2.515146 1.757605 0.00 0.14 -0.02
H -0.790532 0.848033 3.412396 0.11 0.08 0.08
H -1.513955 2.455239 3.231970 -0.07 0.04 0.08
H -0.340233 1.873243 2.049539 -0.17 -0.02 -0.05
C 2.879963 1.177535 -0.520238 -0.08 -0.52 -0.22
C 3.895695 1.035271 -1.656122 -0.30 -0.40 -0.59
C 3.553038 0.822281 0.787715 -0.29 0.06 0.23
C 2.244118 2.558956 -0.440781 0.33 -0.09 -0.24
H 1.718396 2.774487 -1.370275 -0.17 0.07 0.14
H 3.048046 3.286375 -0.308100 0.02 0.15 0.05
H 1.563225 2.644083 0.412251 0.03 -0.13 -0.24
H 3.919169 -0.210062 0.763226 0.12 0.26 0.07
H 2.809573 0.906941 1.560965 0.22 -0.01 -0.22
H 4.340115 1.538667 1.048580 0.15 -0.16 -0.27
O 3.602131 -0.275450 -2.256389 0.78 0.48 -0.05
H 4.940491 1.016591 -1.327053 -0.27 0.07 -0.10
H 3.729551 1.787677 -2.432375 0.17 -0.07 -0.05
O -3.587225 -1.049471 1.978000 -0.42 0.45 0.57
H -4.224557 0.648336 3.005618 0.19 -0.10 -0.06
H -2.787519 -0.200671 3.698588 -0.19 0.03 -0.15
C -2.511568 -2.363165 0.216498 -0.10 0.47 0.02
C 1.785754 -1.906878 -2.319706 0.08 0.44 0.00
C 0.289141 -1.752130 -2.304403 -0.06 0.25 -1.82
H 2.094048 -2.718907 -1.635864 -0.06 -0.06 -0.25
H 2.196451 -2.089128 -3.324422 -0.10 -0.04 0.36
C -0.390277 -2.070705 -1.086498 0.84 0.01 1.95
C -1.817742 -1.985520 -1.062877 -1.71 -0.25 -1.44
H 0.125139 -2.674090 -0.322784 -0.11 -0.67 -0.28
C -2.526419 -1.554058 -2.192110 0.44 -0.48 1.58
C -1.824325 -1.223104 -3.356865 -0.31 0.40 -1.21
C -4.016458 -1.312239 -2.124053 0.20 0.04 -0.12
C -0.429377 -1.316198 -3.427504 0.70 -0.27 0.93
H -2.376539 -0.830847 -4.221376 0.23 -0.12 0.36
C 0.291778 -0.808239 -4.653150 -0.21 -0.04 0.08
H -0.435109 -0.556861 -5.429479 0.09 -0.03 0.02
H 0.987701 -1.547641 -5.059885 0.02 0.04 -0.03
H 0.855997 0.104117 -4.418477 -0.04 -0.11 -0.01
H -4.560680 -2.186011 -1.752938 -0.04 0.06 -0.01
H -4.394615 -1.064418 -3.119355 -0.02 -0.06 0.09
H -4.242458 -0.461896 -1.466574 0.00 -0.10 -0.04
H -3.522376 -2.775780 0.072970 0.35 0.05 0.06
H -1.898101 -3.081124 0.791055 -0.21 -0.04 -0.17
F 0.836973 0.002294 1.459106 0.94 -0.14 2.18
B 1.757506 0.065064 3.364983 -0.28 -0.13 -1.13
F 0.715290 -0.536586 4.031953 1.83 0.76 -0.61
F 2.874665 -0.656962 3.010838 -1.72 0.60 1.25
F 1.888449 1.436201 3.368600 -0.29 -1.78 0.60
```
Forces are in eV/Å.

5.
C14H27O12PZr | wB97M-V/def2-TZVPD

Calculated values
* HOMO-LUMO gap: 11.012 eV

Geometry as XYZ:
```
55
Properties=species:S:1:pos:R:3:forces:R:3
Zr 8.525874 9.481464 9.773748 -0.32 0.14 -0.43
C 12.210859 10.958015 8.625395 -0.46 0.60 0.74
C 10.768049 10.538671 8.882597 2.15 0.58 0.10
O 10.239594 9.725338 8.109094 -1.06 -0.10 0.40
O 10.231943 10.858314 9.990544 -0.79 -0.20 -0.08
H 12.602981 11.870878 9.115164 -0.85 -0.21 -0.38
H 12.436608 10.935401 7.577780 0.17 -0.05 -0.44
H 12.732530 10.179341 9.145912 0.61 -0.77 0.00
C 5.224865 11.993379 9.938716 0.23 1.15 0.10
C 6.437728 11.135343 9.999655 -2.36 -0.21 0.48
O 7.547889 11.685404 9.890934 1.26 -1.63 -0.04
O 6.220514 9.897064 10.233069 2.52 -0.27 -0.28
H 5.262186 12.517418 8.975316 -0.17 0.13 0.33
H 5.425938 12.711659 10.761134 -0.57 -0.02 -0.56
H 4.267532 11.489933 10.065416 0.30 -0.13 0.05
C 7.402761 8.335148 5.947310 -0.77 0.17 -0.27
C 7.700679 8.764378 7.332642 0.25 -0.27 0.54
O 8.156733 7.875658 8.135372 -0.19 1.62 0.52
O 7.549846 9.969258 7.715710 0.41 -1.03 0.58
H 7.152800 7.277874 5.949830 0.09 -0.02 -0.10
H 8.279335 8.511301 5.342186 0.34 -0.02 -0.21
H 6.579822 8.918808 5.525636 0.14 -0.06 0.08
C 9.792714 6.008514 11.571033 -0.15 -0.01 1.35
C 9.345629 7.268860 10.919464 1.30 -1.08 -0.44
O 8.111536 7.538357 10.840161 0.53 0.82 -0.57
O 10.253268 8.029993 10.472574 -1.48 0.99 -0.49
H 8.980475 5.284143 11.527758 0.26 -0.14 0.19
H 9.960450 6.340000 12.615689 -0.41 -0.39 -0.10
H 10.775207 5.601633 11.313256 -0.40 0.27 -0.66
C 6.432551 7.898174 13.428211 -0.90 1.71 0.49
C 6.426470 9.439767 13.799835 -0.64 -2.15 -0.41
O 7.677871 9.805019 14.436749 1.87 1.20 -1.24
P 8.653828 10.569442 13.365932 -0.69 -0.67 0.12
O 8.794568 9.821276 12.079687 -0.36 0.48 0.24
O 7.904871 11.952327 13.075564 1.21 -1.21 0.09
C 7.853291 12.878457 14.159575 0.22 0.37 0.33
C 7.169336 14.070511 13.609533 -1.79 0.67 -0.51
O 10.059059 10.849919 14.087589 -1.61 -0.72 -1.47
C 11.187586 10.916516 13.082148 -0.02 1.77 0.65
C 11.930457 9.639166 13.036050 -1.27 -1.24 0.12
H 7.011306 7.760639 12.519241 0.02 -0.40 0.39
H 6.736373 7.330799 14.308822 0.44 -0.03 -0.22
H 5.379731 7.601180 13.260976 0.43 0.21 -0.21
H 6.254138 10.025660 12.880646 -0.09 -0.11 0.54
H 5.638061 9.574101 14.544940 0.21 0.47 -0.13
H 7.347575 12.393140 15.007176 0.01 0.36 -0.15
H 8.843723 13.207108 14.463614 0.37 -0.51 0.11
H 6.150909 13.741868 13.262098 0.77 0.65 0.36
H 7.087169 14.865440 14.362416 -0.18 -0.25 -0.13
H 7.683699 14.505353 12.738310 0.02 -0.39 0.32
H 10.867895 11.281643 12.099923 -0.34 -0.23 0.31
H 11.749742 11.725088 13.558339 0.30 -0.23 -0.24
H 12.888557 9.750831 12.574565 0.98 0.29 0.44
H 11.856676 9.229189 14.053771 0.94 -0.06 -0.30
H 11.465208 8.909418 12.368542 -0.44 0.14 0.09
```
Forces are in eV/Å.